Entry 1:
Here is a molecular structure, C19H44B2NO26 at a distorted geometry from the OMol25 dataset. Energies are from the ωB97M-V functional and the def2-TZVPD basis.

The geometry in XYZ format:
```
92
Properties=species:S:1:pos:R:3:forces:R:3:lowdin_charge:R:1
C 0.747272 2.687543 -1.866489 -3.5 0.8 -0.7 -0.08
C 1.026272 1.417543 -2.705489 -0.5 2.0 -4.2 -0.31
C 1.532272 0.391543 -1.840489 1.1 -2.0 6.1 -0.27
C 2.032272 -0.942457 -2.400489 -1.4 1.1 -2.5 -0.11
N 2.924272 -1.865457 -1.598489 -0.6 -1.9 -0.2 -0.16
C 2.265272 -2.046457 -0.223489 5.5 -1.0 1.3 -0.08
C 3.055272 -1.137457 0.740511 1.6 -3.1 -0.5 -0.11
C 4.532272 -1.272457 0.209511 -3.2 -2.0 -1.4 -0.09
C 4.279272 -1.359457 -1.348489 4.6 1.9 0.7 -0.13
C 3.078272 -3.239457 -2.354489 3.0 -1.4 1.1 -0.11
C 3.726272 -3.176457 -3.699489 -13.4 -1.5 -2.6 -0.25
C 3.726272 -4.479457 -4.544489 1.5 -2.4 5.9 -0.07
H 0.120272 3.491543 -2.481489 1.8 -1.6 1.0 0.11
H 1.722272 3.042543 -1.585489 0.0 0.7 0.8 0.06
H -0.073728 2.506543 -0.971489 2.6 0.1 -1.9 0.13
H 1.827272 1.456543 -3.502489 0.0 1.4 0.8 0.12
H 0.214272 1.327543 -3.514489 0.2 -1.1 1.9 0.14
H 0.755272 0.224543 -1.044489 0.6 -0.3 -0.6 0.11
H 2.381272 0.821543 -1.137489 -1.3 -0.3 -1.7 0.16
H 2.710272 -0.585457 -3.222489 -1.0 -0.9 0.1 0.13
H 0.998272 -1.408457 -2.731489 2.6 -0.1 0.3 0.19
H 2.275272 -3.060457 0.231511 0.5 0.2 -1.2 0.16
H 1.337272 -1.795457 -0.286489 -5.8 1.6 -0.7 0.04
H 3.031272 -1.871457 1.595511 -0.3 2.5 0.5 0.13
H 2.803272 -0.093457 0.684511 -0.6 0.1 1.0 0.08
H 4.934272 -2.232457 0.561511 0.1 0.4 -0.1 0.12
H 5.127272 -0.469457 0.471511 1.2 1.5 0.6 0.08
H 5.081272 -2.046457 -1.713489 -1.2 0.2 -0.1 0.12
H 4.688272 -0.342457 -1.804489 -2.1 -1.8 0.5 0.18
H 2.159272 -3.688457 -2.400489 -2.7 -0.5 -0.3 0.09
H 3.685272 -4.119457 -1.871489 -0.7 2.3 0.7 0.18
H 4.590272 -2.936457 -3.740489 10.6 4.2 -0.1 -0.01
H 2.931272 -2.489457 -4.266489 2.4 -0.8 0.6 0.16
H 4.800272 -5.087457 -4.157489 -3.4 1.2 -1.4 0.16
H 3.759272 -4.292457 -5.534489 0.4 0.7 -3.2 0.01
H 2.789272 -5.053457 -4.316489 1.1 0.0 -0.3 0.09
O -3.191728 0.157543 -2.840489 0.3 0.8 3.5 0.07
C -2.930728 0.336543 -1.619489 0.0 -3.1 -6.1 -0.35
O -2.475728 -0.558457 -0.836489 0.5 -1.0 1.3 0.27
B -2.134728 0.167543 0.466511 -3.5 -1.7 0.1 -0.92
O -2.578728 1.498543 0.232511 1.6 0.3 3.4 0.34
C -2.802728 1.590543 -0.984489 -1.6 6.3 -3.1 -0.44
O -2.888728 2.651543 -1.588489 0.1 -0.6 0.1 0.14
O -0.784728 -0.081457 0.754511 1.7 1.1 -0.3 0.29
C -0.722728 -0.561457 1.953511 0.8 -3.4 -0.2 -0.35
O 0.144272 -1.294457 2.363511 0.9 1.2 0.0 0.16
C -2.076728 -0.705457 2.524511 -2.4 3.5 -5.8 -0.36
O -2.998728 -0.391457 1.548511 2.8 -0.7 0.4 0.27
O -2.365728 -0.809457 3.616511 -0.9 -1.9 6.3 0.17
O 3.727272 1.863543 1.797511 -2.2 -0.3 1.0 0.07
C 2.668272 1.929543 2.463511 8.0 -1.8 -1.4 -0.47
O 1.754272 2.705543 2.262511 -5.1 2.9 -0.3 0.31
B 0.769272 2.500543 3.400511 2.3 -0.3 -0.6 -0.83
O 1.287272 1.332543 4.131511 -3.6 1.8 1.4 0.29
C 2.443272 1.142543 3.709511 3.9 -3.8 -1.0 -0.46
O 3.185272 0.253543 4.065511 0.1 0.5 0.4 0.14
O -0.542728 2.217543 2.905511 6.5 -7.6 -5.5 0.38
C -1.279728 2.923543 3.456511 -11.2 6.7 3.9 -0.46
O -2.519728 2.964543 3.332511 2.1 -0.2 0.2 0.11
C -0.529728 3.948543 4.217511 -3.4 3.2 1.3 -0.45
O 0.694272 3.712543 4.158511 4.3 -1.9 -0.3 0.34
O -0.973728 4.951543 4.672511 -1.2 0.9 0.7 0.19
O -0.994728 -3.354457 -1.397489 -0.2 9.2 0.0 0.02
H -1.057728 -4.183457 -1.228489 -0.5 -8.8 1.5 -0.08
H -1.536728 -2.947457 -0.656489 0.9 -0.3 -1.6 0.09
O -4.473728 -2.213457 -3.072489 1.1 -1.7 -0.7 -0.09
H -3.701728 -2.672457 -3.516489 -1.5 0.9 0.8 0.06
H -4.118728 -1.339457 -2.904489 0.2 0.3 -0.1 -0.04
O -2.869728 5.932543 -1.773489 1.0 -1.1 0.3 -0.07
H -2.740728 4.969543 -1.862489 -0.9 0.1 -0.6 0.01
H -2.163728 6.008543 -1.120489 -0.1 0.9 0.3 0.03
O 1.795272 -2.513457 4.130511 -2.2 -0.3 -4.8 -0.09
H 1.881272 -1.879457 4.765511 1.0 2.5 3.3 -0.06
H 1.284272 -1.877457 3.451511 1.5 -2.5 1.8 0.05
O -4.690728 3.576543 1.432511 -3.7 3.7 -0.2 -0.04
H -4.855728 4.388543 2.028511 -0.3 -1.6 -1.7 0.09
H -3.956728 3.332543 1.885511 4.0 -2.2 1.9 -0.09
O -3.952728 -0.001457 -5.436489 -1.5 0.5 -3.1 -0.09
H -3.665728 0.308543 -4.593489 0.1 1.0 0.8 -0.05
H -4.425728 0.708543 -5.991489 1.4 -1.4 1.9 0.08
O -0.888728 0.000543 5.734511 -4.2 -0.6 -3.5 -0.01
H -1.019728 -0.714457 5.021511 -0.1 1.8 1.4 0.07
H -0.115728 -0.266457 6.079511 4.5 -1.1 2.3 -0.04
O -4.038728 -2.730457 4.759511 0.1 -1.9 0.9 -0.04
H -3.250728 -3.068457 5.223511 -0.6 0.2 -0.3 0.05
H -3.766728 -1.879457 4.483511 0.3 1.5 -0.5 -0.03
O -3.829728 1.162543 4.979511 -1.5 -4.1 1.8 -0.02
H -3.365728 1.793543 4.546511 1.9 3.8 -2.1 -0.08
H -3.299728 0.386543 4.695511 -0.9 0.5 0.7 0.01
O -4.130728 3.113543 -4.108489 -1.3 -2.2 1.0 -0.11
H -3.621728 2.804543 -3.316489 -0.1 0.6 -0.6 -0.01
H -4.877728 2.433543 -4.032489 1.3 1.6 -0.5 0.06
```
Forces are in eV/Å.

E_HOMO   -7.83 eV
2S+1   1
Energy above the lowest of the compared OMol25 structures with the same formula, charge and spin   79.81 kJ/mol
Charge   -1
Molecular weight   724.2 u

=====

Entry 2:
Here is 6 unconnected molecules or ions with the total composition C19H44BN5O10S at a distorted geometry from the OMol25 dataset. Energies are from the ωB97M-V functional and the def2-TZVPD basis.

The geometry in XYZ format:
```
80
Properties=species:S:1:pos:R:3:forces:R:3:lowdin_charge:R:1
O -2.178382 -0.231905 -0.289898 -0.7 0.3 -2.6 -0.30
S -1.934007 -0.084918 -1.750812 4.4 -0.2 3.1 0.76
O -0.467465 0.057330 -1.945797 -3.0 0.2 -0.9 -0.32
C -2.522128 -1.565129 -2.614169 -1.5 1.2 0.0 -0.14
C -4.094564 -1.561647 -2.546095 0.5 0.1 -0.3 -0.13
C -4.698339 -0.213322 -2.028644 2.0 0.7 -4.9 -0.28
B -6.296354 -0.270275 -2.272424 -0.2 0.0 -0.2 -0.50
O -7.120045 0.658710 -1.606360 -1.6 -1.8 -1.9 0.11
O -6.893827 -1.218249 -3.137765 0.7 1.4 0.8 0.15
C -4.052807 1.014285 -2.708594 -0.5 -0.9 -3.6 -0.20
O -2.668172 1.236532 -2.370293 0.5 -1.8 0.4 -0.17
H -2.068834 -2.418532 -2.102766 0.2 0.3 -0.1 0.12
H -2.217061 -1.471893 -3.660420 0.4 0.0 0.3 0.11
H -4.448794 -1.791134 -3.559100 0.0 0.2 0.2 0.12
H -4.443506 -2.389872 -1.916429 0.2 0.4 -0.1 0.13
H -4.587845 -0.149444 -0.932638 2.1 1.6 -5.8 0.00
H -7.139505 0.408694 -0.681030 -0.5 -0.4 0.0 0.10
H -6.956858 -2.033079 -2.645137 -0.1 -0.7 -0.1 0.10
H -4.206852 0.911032 -3.794021 0.8 0.2 0.0 0.15
H -4.586080 1.919672 -2.393978 0.9 0.2 -2.1 0.13
C 4.229484 2.942010 -0.957732 -0.3 -0.2 0.0 -0.38
O 4.784694 3.983631 -0.673059 0.1 0.2 0.1 0.01
N 3.027628 2.549530 -0.486164 0.3 -0.1 -0.2 -0.18
C 2.425758 1.285504 -0.870203 -0.2 0.2 0.2 -0.04
C 2.320605 3.419718 0.433071 0.2 0.1 0.0 -0.04
H 4.679802 2.209156 -1.647663 -0.1 -0.1 -0.1 0.12
H 1.465157 1.467106 -1.353475 0.0 -0.2 0.0 0.07
H 2.272034 0.675323 0.022194 0.0 -0.1 -0.1 0.07
H 3.073640 0.746198 -1.559414 0.0 0.0 0.0 0.09
H 2.134142 4.383568 -0.043951 0.0 0.0 0.1 0.09
H 2.931617 3.587512 1.322320 -0.1 0.1 0.0 0.09
H 1.374254 2.965938 0.720264 0.0 -0.1 -0.1 0.08
C 1.036853 -4.646440 0.665471 0.2 0.4 0.0 -0.36
O 0.135501 -4.953511 -0.095037 -0.2 0.0 -0.1 -0.01
N 1.532412 -3.403209 0.812976 0.1 -0.4 0.0 -0.18
C 2.595974 -3.051942 1.733661 -0.1 -0.1 0.0 -0.04
C 0.984660 -2.306801 0.044396 -0.3 -0.3 -0.3 -0.05
H 1.531823 -5.386956 1.313649 0.1 0.0 0.0 0.13
H 2.178676 -2.311521 2.407062 0.5 -0.1 0.2 0.05
H 3.434544 -2.618128 1.185577 0.0 0.0 0.1 0.08
H 2.944686 -3.916955 2.298154 -0.1 -0.1 -0.1 0.09
H -0.075987 -2.179881 0.272350 0.0 0.1 -0.1 0.08
H 1.088344 -2.525485 -1.020030 -0.1 0.2 0.0 0.10
H 1.516320 -1.389000 0.280118 0.1 -0.1 0.0 0.06
C 1.018488 -0.013743 2.948103 -0.2 -0.2 -0.6 -0.35
O 2.158953 -0.404583 3.081934 0.1 0.6 0.7 0.02
N 0.281097 0.724186 3.802094 0.1 0.0 -0.2 -0.19
C -1.076526 1.063465 3.432036 0.2 0.0 0.4 -0.07
C 0.842514 1.161133 5.068384 0.2 -0.1 -0.2 -0.03
H 0.447129 -0.263604 2.038025 -0.1 0.0 -0.1 0.12
H -1.208934 2.147513 3.385487 -0.1 0.0 0.0 0.10
H -1.768935 0.642548 4.165900 -0.1 0.1 -0.1 0.09
H -1.293424 0.634429 2.455821 0.0 0.0 0.0 0.06
H 1.726400 1.773963 4.884964 0.0 0.0 0.1 0.09
H 1.142037 0.291764 5.655616 0.0 0.1 0.1 0.09
H 0.107197 1.739403 5.623188 0.0 0.0 -0.1 0.09
C 5.829986 -0.162854 -0.061795 0.2 0.2 -0.1 -0.35
O 5.200732 -1.083169 0.414569 -0.1 -0.3 0.0 0.02
N 6.770423 -0.284345 -1.025463 -0.1 0.2 0.1 -0.20
C 7.484288 0.863351 -1.550090 0.0 -0.3 0.0 -0.06
C 7.069500 -1.606286 -1.545904 -0.2 0.0 0.2 -0.04
H 5.677891 0.878905 0.264158 0.1 0.0 0.0 0.13
H 7.302734 0.947201 -2.624007 0.1 0.1 0.0 0.09
H 8.555189 0.739034 -1.374961 0.0 0.1 -0.1 0.09
H 7.150034 1.777797 -1.062448 0.0 0.0 0.0 0.08
H 6.166851 -2.043844 -1.975603 0.1 -0.1 0.0 0.09
H 7.411732 -2.250581 -0.734492 0.0 -0.1 -0.1 0.09
H 7.841363 -1.540972 -2.309210 0.0 0.1 0.0 0.08
C -4.714688 -0.499889 0.539910 0.3 0.7 4.6 -0.28
O -5.288265 -1.095614 -0.351256 -4.3 -5.2 6.1 -0.02
N -4.581531 0.843955 0.609399 -0.4 -0.9 0.6 -0.13
C -3.876377 1.495285 1.698614 0.0 -0.1 -0.3 -0.04
C -5.159972 1.656493 -0.445923 -0.2 1.7 2.4 -0.04
H -4.240252 -1.025589 1.382919 0.1 0.1 -0.2 0.16
H -4.552377 2.177185 2.219898 0.0 0.0 0.0 0.10
H -3.034462 2.059248 1.290837 0.0 0.0 0.1 0.10
H -3.502660 0.757969 2.403754 -0.1 -0.1 -0.1 0.07
H -6.236002 1.482565 -0.494234 1.5 1.4 0.6 0.08
H -4.721722 1.375826 -1.405135 -1.6 1.3 4.0 -0.02
H -4.969606 2.709637 -0.253252 0.1 0.2 0.3 0.13
```
Forces are in eV/Å.

E_HOMO   -8.49 eV
2S+1   1
Charge   0
Molecular weight   545.5 u

=====

Entry 3:
Here is a molecular structure, C19H44ClGaNP2 at a distorted geometry from the OMol25 dataset. Energies are from the ωB97M-V functional and the def2-TZVPD basis.

The geometry in XYZ format:
```
68
Properties=species:S:1:pos:R:3:forces:R:3:lowdin_charge:R:1
Ga -0.833279 0.402027 -0.424424 -0.5 0.8 1.3 -0.05
P 0.183085 0.568431 4.217603 0.0 0.0 0.7 1.11
C 0.921022 2.218284 4.474974 0.0 0.1 -0.2 -0.54
C -1.416483 0.439333 5.105748 -0.3 0.0 0.3 -0.53
C 1.408598 -0.668667 4.754883 0.1 -0.1 -0.3 -0.53
C 0.500459 3.168824 3.352592 -0.1 0.2 -0.2 -0.13
H 2.006091 2.036845 4.375185 -0.2 0.0 0.1 0.09
C 0.658954 2.818119 5.862077 0.0 -0.1 0.3 -0.25
H -0.406848 3.022205 6.036268 0.2 -0.1 -0.1 0.05
H 1.193963 3.772804 5.953381 0.0 -0.1 -0.1 0.05
H 1.019239 2.181687 6.678370 -0.1 0.1 -0.1 0.02
H 0.670469 2.725444 2.363478 -0.1 0.2 0.1 0.05
H 1.084249 4.094442 3.434533 -0.1 -0.2 0.0 0.08
H -0.559400 3.448950 3.423056 0.3 -0.1 0.0 0.07
H 2.355883 -0.262098 4.354856 -0.2 -0.1 0.1 0.10
C 1.159683 -2.018104 4.072809 -0.1 -0.2 0.0 -0.12
C 1.540493 -0.788947 6.279266 0.0 0.1 0.2 -0.23
H 1.934209 0.126710 6.733880 -0.1 -0.1 -0.1 0.02
H 2.242251 -1.597101 6.526397 -0.1 0.1 -0.1 0.06
H 0.588460 -1.017488 6.775399 0.1 0.1 -0.1 0.04
H 1.069991 -1.902956 2.986989 0.0 -0.1 0.1 0.07
H 0.244224 -2.501281 4.438534 0.3 0.2 -0.1 0.06
H 1.994937 -2.694633 4.300030 -0.1 0.2 -0.1 0.08
C -2.457717 1.352655 4.438271 -0.1 0.0 -0.3 -0.12
H -1.257834 0.804276 6.145914 0.2 -0.2 -0.5 0.07
C -1.930293 -1.007029 5.182165 -0.1 -0.2 -0.2 -0.13
H -2.200499 2.416196 4.508757 0.0 -0.2 0.1 0.05
H -3.429199 1.194216 4.920105 0.2 0.1 0.0 0.08
H -2.593359 1.106967 3.377163 0.1 0.0 0.1 0.08
H -2.024206 -1.473337 4.194796 0.1 0.2 0.0 0.07
H -2.942214 -0.994784 5.605939 0.3 0.0 0.1 0.08
H -1.294048 -1.654674 5.795574 -0.2 0.2 0.0 0.05
Cl -1.680190 -1.256782 0.763486 -0.5 -0.7 1.2 -0.10
H -0.556468 1.782597 0.170800 -0.1 0.5 0.6 -0.15
H -0.075542 0.375229 2.842618 0.0 0.0 0.2 0.04
P 0.205890 -0.483871 -4.104723 -0.4 -3.0 4.1 0.88
C 1.840957 -1.155499 -4.579978 0.5 0.3 -0.4 -0.47
C -1.084461 -1.415843 -4.962360 -0.3 0.2 -0.5 -0.48
C 0.229206 1.211763 -4.630914 0.0 1.7 -0.6 -0.49
C 2.356547 -2.205644 -3.578022 0.3 0.2 0.3 -0.12
H 2.474145 -0.258972 -4.502418 0.2 -0.2 -0.1 0.11
C 1.941073 -1.683721 -6.009102 0.3 -0.1 -0.2 -0.12
H 1.290314 -2.554298 -6.167190 0.2 0.2 0.0 0.07
H 2.981535 -2.001477 -6.167686 -0.2 0.0 -0.2 0.07
H 1.696593 -0.928682 -6.767839 0.0 -0.3 0.2 0.05
H 2.442476 -1.819827 -2.547634 -0.4 -0.1 -0.6 0.07
H 3.373951 -2.496594 -3.864910 -0.1 -0.1 -0.2 0.07
H 1.710285 -3.092839 -3.563274 0.2 0.3 0.1 0.07
H 1.234435 1.560860 -4.335572 -0.3 -0.1 0.1 0.11
C -0.790960 2.140743 -3.959742 -0.1 0.4 0.1 -0.13
C 0.146518 1.367944 -6.175748 0.1 0.0 -0.1 -0.10
H 1.032423 0.959356 -6.680642 -0.3 0.1 0.1 0.05
H 0.103054 2.441799 -6.413218 0.0 -0.3 0.0 0.07
H -0.749543 0.890884 -6.603976 0.3 0.2 0.2 0.07
H -0.718027 2.088309 -2.866593 0.0 -0.1 -0.5 0.02
H -1.821288 1.905018 -4.246952 0.2 0.0 0.1 0.06
H -0.593293 3.173578 -4.282844 0.0 -0.1 -0.1 0.07
C -1.118539 -2.862642 -4.435600 -0.3 -0.4 -0.6 -0.11
H -0.797608 -1.400502 -6.020354 -0.4 -0.2 -0.2 0.09
C -2.448148 -0.736038 -4.776114 -0.6 -0.1 -0.3 -0.11
H -0.216997 -3.427822 -4.726516 -0.3 0.2 0.2 0.06
H -1.996813 -3.377475 -4.869346 0.4 0.2 -0.1 0.07
H -1.228604 -2.918698 -3.352760 0.2 0.2 -0.1 0.07
H -2.686038 -0.498451 -3.727536 0.3 -0.1 -0.3 0.08
H -3.240192 -1.425961 -5.123212 0.3 0.2 0.1 0.07
H -2.541331 0.184874 -5.376048 0.1 -0.3 0.3 0.06
N 0.047163 -1.256037 -2.614185 0.6 -1.5 -1.6 -0.24
C -0.193434 -0.142576 -1.988447 0.9 2.3 -2.0 -0.57
```
Forces are in eV/Å.

E_HOMO (alpha / beta)   0.13 / -1.47 eV
2S+1   1
Energy above the lowest of the compared OMol25 structures with the same formula, charge and spin   56.62 kJ/mol
Charge   -1
Molecular weight   453.7 u